C3H2HgO3 | ωB97M-V with the def2-TZVPD basis set

Output
Expectation value of S²   0.763
Maximum force   5.103 eV Å⁻¹
Electronic energy   -13457.242 eV
LUMO (alpha / beta)   3.89 / 2.17 eV
Relative energy (zero: lowest compared OMol25 entry of this formula, charge and spin)   34.4 kJ/mol
HOMO (alpha / beta)   -2.65 / -2.21 eV

Geometry as ORCA input:
```
! RIJCOSX wB97M-V def2-TZVPD def2/J DEFGRID3
* xyz -1 2
C 0.031 -0.920 1.478
C 0.742 0.252 1.496
O 1.608 0.636 0.562
O -1.171 -1.086 2.075
H 0.428 -1.762 0.884
H 0.475 0.994 2.283
Hg -1.849 0.329 0.911
C 0.934 1.354 -1.314
O -0.239 1.284 -1.329
*
```

C2H3FNO2 | ωB97M-V with the def2-TZVPD basis set

Output
Maximum force   4.521 eV Å⁻¹
Electronic energy   -10426.520 eV
LUMO   4.19 eV
Relative energy (zero: lowest compared OMol25 entry of this formula, charge and spin)   55.7 kJ/mol
HOMO   -5.51 eV

Geometry as ORCA input:
```
! RIJCOSX wB97M-V def2-TZVPD def2/J DEFGRID3
* xyz -1 1
C 2.333 -1.331 1.104
C -0.275 0.530 -0.079
N -0.870 -0.548 -0.414
O 2.465 -0.270 1.546
O 2.002 -1.906 0.146
F 2.726 -2.468 2.296
H -0.757 1.417 -0.378
H 0.596 0.598 0.454
H -0.321 -1.404 -0.056
*
```

C17H42FIO8 | ωB97M-V with the def2-TZVPD basis set

Output
Maximum force   2.567 eV Å⁻¹
Electronic energy   -45506.742 eV
LUMO   0.35 eV
HOMO   -9.66 eV
SMILES   CC[C@H](F)OC(=O)OCCCI.CCO.CCO.CCO.CCO.CCO

Geometry as ORCA input:
```
! RIJCOSX wB97M-V def2-TZVPD def2/J DEFGRID3
* xyz 0 1
C -2.607 -7.783 -1.315
C -3.536 -6.598 -1.047
C -3.330 -6.086 0.347
F -3.720 -7.044 1.258
O -4.068 -4.925 0.560
C -3.870 -4.367 1.809
O -4.680 -4.504 2.706
O -2.800 -3.533 1.849
C -1.703 -4.009 2.656
C -0.364 -3.643 2.025
C -0.386 -3.559 0.501
I 1.595 -3.840 -0.269
H -2.331 -7.844 -2.356
H -1.710 -7.705 -0.711
H -3.092 -8.698 -1.004
H -4.571 -6.883 -1.180
H -3.333 -5.779 -1.728
H -2.273 -5.924 0.529
H -1.806 -5.071 2.848
H -1.758 -3.520 3.621
H -0.086 -2.662 2.384
H 0.383 -4.346 2.368
H -0.652 -2.556 0.205
H -1.072 -4.226 0.014
C 1.015 0.519 0.795
C -0.185 0.572 1.720
O -0.089 -0.387 2.778
H 1.120 -0.481 0.374
H 0.911 1.234 -0.021
H 1.935 0.740 1.343
H -1.099 0.333 1.178
H -0.299 1.574 2.147
H 0.709 -0.197 3.277
C -2.482 3.124 -1.822
C -0.991 3.367 -1.702
O -0.238 2.167 -1.913
H -2.804 2.371 -1.102
H -3.037 4.044 -1.645
H -2.732 2.753 -2.820
H -0.744 3.720 -0.702
H -0.670 4.128 -2.418
H -0.434 1.850 -2.797
C -0.685 7.402 -3.551
C -1.857 7.463 -2.591
O -1.709 6.511 -1.537
H -0.602 6.404 -3.985
H -0.798 8.126 -4.360
H 0.246 7.606 -3.021
H -2.790 7.224 -3.099
H -1.952 8.466 -2.161
H -0.897 6.726 -1.069
C 3.388 5.644 -0.360
C 2.547 5.761 -1.617
O 2.314 7.123 -1.982
H 2.905 6.159 0.470
H 3.537 4.599 -0.085
H 4.369 6.103 -0.507
H 1.565 5.315 -1.463
H 3.028 5.236 -2.449
H 3.166 7.536 -2.142
C 5.823 -2.347 2.232
C 4.946 -3.325 2.993
O 3.561 -3.046 2.819
H 5.618 -1.326 2.554
H 6.881 -2.560 2.393
H 5.621 -2.402 1.160
H 5.139 -3.257 4.063
H 5.157 -4.353 2.678
H 3.363 -3.115 1.878
*
```

C3H6N2S | ωB97M-V with the def2-TZVPD basis set

Output
Maximum force   1.332 eV Å⁻¹
Electronic energy   -17021.952 eV
LUMO   0.63 eV
Relative energy (zero: lowest compared OMol25 entry of this formula, charge and spin)   201.6 kJ/mol
HOMO   -9.00 eV
SMILES   [H]/N=C\N(S)C=C

Geometry as ORCA input:
```
! RIJCOSX wB97M-V def2-TZVPD def2/J DEFGRID3
* xyz 0 1
C -0.575 -1.142 0.369
C -1.667 -1.479 -0.318
C -0.419 1.308 -0.040
H 2.428 0.273 1.050
H -0.256 -1.765 1.213
H -2.114 -0.853 -1.064
H -2.101 -2.451 -0.057
H 0.308 2.139 -0.268
H -2.298 0.884 0.399
N 0.202 0.038 0.132
N -1.660 1.607 0.062
S 1.888 -0.117 -0.169
*
```

C3H6ClNO | ωB97M-V with the def2-TZVPD basis set

Output
Expectation value of S²   2.007
Maximum force   5.910 eV Å⁻¹
Electronic energy   -19261.224 eV
LUMO (alpha / beta)   0.72 / -3.74 eV
Relative energy (zero: lowest compared OMol25 entry of this formula, charge and spin)   220.7 kJ/mol
HOMO (alpha / beta)   -3.45 / -10.06 eV

Geometry as ORCA input:
```
! RIJCOSX wB97M-V def2-TZVPD def2/J DEFGRID3
* xyz 0 3
C -0.843 0.648 -0.387
C -0.608 -0.921 -0.566
C 0.949 -0.202 0.785
N -0.029 0.813 0.825
O 0.382 -1.297 0.415
Cl 2.325 0.258 -0.419
H -0.316 1.211 -1.251
H -1.913 0.909 -0.164
H -1.492 -1.464 -0.344
H -0.230 -1.271 -1.479
H 1.466 -0.430 1.696
H 0.311 1.744 0.890
*
```

C25H28O8 | ωB97M-V with the def2-TZVPD basis set

Output
Maximum force   0.601 eV Å⁻¹
Electronic energy   -42759.804 eV
LUMO   0.01 eV
Relative energy (zero: lowest compared OMol25 entry of this formula, charge and spin)   22.3 kJ/mol
HOMO   -8.74 eV
SMILES   CCCCCc1c2c(cc(O)c1C(=O)O)OC(=O)c1c(cc(OC)cc1C(=O)CCCC)O2

Geometry as ORCA input:
```
! RIJCOSX wB97M-V def2-TZVPD def2/J DEFGRID3
* xyz 0 1
C 5.086 0.854 4.701
C 4.694 0.683 3.238
C 3.475 1.530 2.881
C 3.108 1.474 1.399
H 3.989 1.700 0.797
H 2.350 2.231 1.190
C 2.550 0.108 0.978
C 2.134 0.121 -0.464
C 0.864 0.628 -0.744
C 0.384 0.665 -2.055
C 1.163 0.156 -3.078
C 2.430 -0.363 -2.836
C 2.949 -0.342 -1.515
C 4.340 -0.781 -1.355
O 4.959 -1.387 -2.218
O 4.957 -0.446 -0.222
H 5.877 -0.756 -0.253
O 3.096 -0.840 -3.884
H 3.962 -1.201 -3.577
H 0.787 0.173 -4.087
O -0.795 1.226 -2.461
C -1.995 1.175 -1.840
O -2.952 1.498 -2.497
C -2.137 0.740 -0.441
C -1.143 0.776 0.542
C -1.454 0.509 1.872
C -2.749 0.184 2.250
C -3.744 0.123 1.266
C -3.448 0.413 -0.046
C -4.601 0.400 -1.019
O -5.406 1.293 -1.041
C -4.846 -0.924 -1.720
C -3.642 -1.664 -2.307
C -3.354 -1.273 -3.760
C -4.316 -1.933 -4.740
H -5.343 -1.638 -4.540
H -4.074 -1.638 -5.758
H -4.251 -3.017 -4.673
H -3.418 -0.190 -3.862
H -2.334 -1.576 -4.011
H -3.837 -2.739 -2.271
H -2.760 -1.479 -1.689
H -5.601 -0.753 -2.487
H -5.303 -1.546 -0.941
H -4.750 -0.122 1.565
O -3.141 -0.090 3.508
C -2.195 -0.007 4.552
H -2.742 -0.243 5.463
H -1.775 1.000 4.631
H -1.387 -0.733 4.417
H -0.652 0.587 2.589
O 0.158 1.131 0.333
H 3.290 -0.666 1.155
H 1.671 -0.107 1.588
H 2.621 1.207 3.481
H 3.686 2.569 3.144
H 4.484 -0.370 3.047
H 5.531 0.976 2.601
H 4.269 0.553 5.353
H 5.327 1.893 4.914
H 5.955 0.246 4.939
*
```

C28H29N3O4 | ωB97M-V with the def2-TZVPD basis set

Output
Maximum force   2.800 eV Å⁻¹
Electronic energy   -42164.594 eV
LUMO   -1.25 eV
Relative energy (zero: lowest compared OMol25 entry of this formula, charge and spin)   472.5 kJ/mol
HOMO   -7.01 eV
SMILES   O=C(/N=N/C(=O)OCc1ccccc1)OCc1ccccc1.CN(C1=CCCC1)c1ccccc1

Geometry as ORCA input:
```
! RIJCOSX wB97M-V def2-TZVPD def2/J DEFGRID3
* xyz 0 1
C -8.307 -1.407 2.969
C -7.958 -0.176 3.540
C -6.720 0.406 3.257
C -5.827 -0.230 2.383
C -4.530 0.438 2.050
O -3.460 -0.442 2.535
C -2.233 0.052 2.317
N -1.110 -0.651 2.909
N -1.314 -1.202 4.026
C -0.262 -2.119 4.399
O 0.711 -2.436 3.745
O -0.559 -2.558 5.641
C 0.483 -3.451 6.122
C 0.167 -3.787 7.547
C 1.100 -3.473 8.546
C 0.853 -3.835 9.871
C -0.338 -4.495 10.210
C -1.283 -4.776 9.211
C -1.042 -4.408 7.882
O -1.929 1.018 1.640
C -6.150 -1.480 1.841
C -7.395 -2.056 2.123
H -9.284 -1.850 3.170
H -8.654 0.345 4.197
H -6.418 1.364 3.689
H -4.424 0.605 0.963
H -4.448 1.403 2.571
H 0.492 -4.361 5.494
H 1.455 -2.939 6.051
H 2.020 -2.969 8.243
H 1.604 -3.620 10.632
H -0.520 -4.801 11.243
H -2.206 -5.300 9.463
H -1.775 -4.622 7.099
H -5.431 -1.989 1.193
H -7.656 -3.013 1.673
C 2.922 0.581 3.122
N 2.786 1.993 3.476
C 1.896 2.344 4.419
C 1.032 1.520 5.084
C 0.172 2.259 6.035
C 0.453 3.756 5.695
C 1.750 3.788 4.868
C 3.573 2.952 2.752
C 3.072 3.484 1.555
C 3.810 4.447 0.869
C 5.057 4.859 1.354
C 5.564 4.303 2.534
C 4.833 3.341 3.231
H 3.676 0.506 2.329
H 3.256 0.006 3.999
H 1.968 0.165 2.771
H 1.005 0.442 4.955
H -0.890 2.004 5.952
H 0.481 2.052 7.070
H -0.363 4.134 5.070
H 0.529 4.373 6.592
H 2.616 4.070 5.490
H 1.704 4.501 4.036
H 2.094 3.143 1.198
H 3.406 4.872 -0.047
H 5.634 5.609 0.809
H 6.534 4.616 2.915
H 5.208 2.892 4.157
*
```

C3H8N2O | ωB97M-V with the def2-TZVPD basis set

Output
Maximum force   3.984 eV Å⁻¹
Electronic energy   -8266.159 eV
LUMO   0.68 eV
Relative energy (zero: lowest compared OMol25 entry of this formula, charge and spin)   305.6 kJ/mol
HOMO   -8.79 eV
SMILES   CC(=O)CNN

Geometry as ORCA input:
```
! RIJCOSX wB97M-V def2-TZVPD def2/J DEFGRID3
* xyz 0 1
C 0.798 0.055 0.602
C 0.275 1.069 -1.717
N 0.265 -1.301 0.827
C -0.250 0.550 -0.398
N -0.719 -1.252 1.802
O -1.382 0.823 0.014
H -0.258 -1.336 -0.219
H -1.075 -2.187 1.967
H -1.479 -0.597 1.540
H 0.794 0.618 1.536
H 1.787 -0.046 0.153
H -0.535 1.468 -2.321
H 0.995 1.867 -1.533
H 0.786 0.269 -2.252
*
```

C32H41BBr2N3O9 | ωB97M-V with the def2-TZVPD basis set

Output
Maximum force   4.343 eV Å⁻¹
Electronic energy   -197494.503 eV
LUMO   -3.77 eV
HOMO   -10.93 eV

Geometry as ORCA input:
```
! RIJCOSX wB97M-V def2-TZVPD def2/J DEFGRID3
* xyz 1 1
C 0.900 1.326 -3.416
C -0.648 0.846 -3.172
C -0.541 -0.686 -2.615
C -0.588 -0.651 -0.978
N -1.933 -1.159 -0.592
C -2.043 -2.643 -0.609
C -2.474 -0.540 0.616
N -1.856 -0.417 1.925
C -1.068 0.832 2.131
C 0.506 0.750 1.828
C -1.213 -1.658 2.424
C -1.155 -1.600 4.046
C 0.270 -1.150 4.603
C 0.394 0.063 5.578
C 1.738 0.600 6.139
C 3.061 -0.104 5.726
C 2.966 -1.349 4.772
C 1.600 -1.878 4.209
N -3.702 0.006 0.482
B -4.411 -0.030 -0.878
C -4.357 1.376 -1.724
O -5.067 -1.215 -1.366
C -4.388 0.650 1.650
Br -4.413 2.623 1.779
C -5.000 -0.223 2.607
C -5.786 0.368 3.868
Br -4.885 -2.211 2.402
H 1.139 2.296 -2.866
H 1.027 1.400 -4.554
H 1.613 0.529 -2.974
H -1.189 1.531 -2.414
H -1.264 0.912 -4.139
H 0.375 -1.239 -3.009
H -1.464 -1.246 -3.037
H -0.402 0.455 -0.710
H 0.270 -1.348 -0.636
H -1.120 -3.192 -0.185
H -2.965 -2.965 0.008
H -2.230 -3.069 -1.670
H -1.183 1.141 3.242
H -1.596 1.671 1.536
H 0.855 -0.177 1.269
H 0.755 1.648 1.138
H 1.095 0.953 2.798
H -1.939 -2.529 2.187
H -0.219 -1.942 1.942
H -1.444 -2.614 4.522
H -1.926 -0.835 4.449
H -0.558 0.624 5.911
H 1.752 1.512 6.821
H 4.052 0.293 6.135
H 3.971 -1.827 4.486
H 1.543 -2.787 3.502
H -4.739 1.224 -2.799
H -3.278 1.756 -1.812
H -4.937 2.207 -1.170
H -4.646 -1.973 -0.894
H -5.196 1.223 4.365
H -6.753 0.853 3.453
H -6.107 -0.433 4.624
C 2.942 4.770 -1.839
C 2.981 5.969 -1.252
C 3.199 7.214 -2.042
O 3.209 8.292 -1.475
C 3.400 7.084 -3.489
C 3.364 5.885 -4.075
C 3.119 4.643 -3.289
O 3.075 3.566 -3.860
O 3.551 5.749 -5.417
O 2.821 6.102 0.093
H 2.782 3.859 -1.277
H 3.575 7.993 -4.048
H 3.478 4.791 -5.594
H 2.888 7.062 0.269
C 1.309 -4.292 -2.405
C 1.510 -5.319 -3.234
C 2.818 -6.035 -3.281
O 2.960 -6.979 -4.035
C 3.894 -5.559 -2.405
C 3.693 -4.530 -1.579
C 2.378 -3.832 -1.513
O 2.223 -2.905 -0.732
O 4.684 -4.076 -0.762
O 0.530 -5.754 -4.069
H 0.365 -3.765 -2.360
H 4.843 -6.075 -2.461
H 4.292 -3.331 -0.266
H 0.920 -6.504 -4.561
*
```

C14H27O34P2S6Zr | ωB97M-V with the def2-TZVPD basis set

Output
Maximum force   8.432 eV Å⁻¹
Electronic energy   -169440.387 eV
LUMO   4.69 eV
Relative energy (zero: lowest compared OMol25 entry of this formula, charge and spin)   0.0 kJ/mol
HOMO   2.07 eV

Geometry as ORCA input:
```
! RIJCOSX wB97M-V def2-TZVPD def2/J DEFGRID3
* xyz -3 1
Zr -0.334 -3.127 0.631
P 0.660 -4.699 -1.091
O 0.849 -5.878 -2.061
O 0.268 -3.188 -1.345
O 0.949 -4.720 0.416
O -0.844 -4.753 -0.712
P -1.940 -3.426 2.650
O -1.268 -4.640 1.991
O -0.468 -2.811 2.677
O -2.459 -3.318 4.075
O -2.271 -2.683 1.333
C 1.310 0.858 0.902
C 0.874 -0.562 0.510
O -0.339 -0.738 0.292
O 1.500 -1.638 0.629
H 2.350 0.933 0.575
H 1.308 0.984 1.984
H 0.662 1.625 0.496
C 3.396 -2.689 -1.637
C 3.192 -3.741 -2.728
O 4.458 -3.736 -3.465
S 5.218 -2.297 -3.425
O 4.684 -1.504 -4.504
O 6.642 -2.408 -3.282
O 4.535 -1.888 -1.977
H 3.544 -3.136 -0.654
H 2.503 -2.073 -1.525
H 2.394 -3.512 -3.434
H 3.020 -4.778 -2.443
C 0.432 1.232 7.384
C 0.400 2.430 6.463
O 0.336 2.001 5.079
S 0.242 0.354 5.056
O 1.184 -0.213 4.134
O -1.147 -0.028 5.110
O 0.966 0.250 6.513
H -0.569 0.933 7.697
H 1.193 1.336 8.155
H 1.233 3.129 6.423
H -0.526 2.967 6.695
C -2.139 5.162 -0.129
C -2.043 3.694 -0.523
O -1.330 3.018 0.529
S -0.769 4.061 1.632
O 0.649 3.916 1.787
O -1.603 4.119 2.773
O -1.002 5.407 0.697
H -3.033 5.383 0.460
H -2.077 5.862 -0.960
H -1.523 3.534 -1.466
H -3.006 3.185 -0.460
C -3.318 0.029 0.895
C -2.790 0.057 2.324
O -3.784 0.743 3.077
S -4.735 1.685 2.177
O -4.482 3.037 2.534
O -6.080 1.174 2.213
O -4.046 1.289 0.725
H -3.934 -0.845 0.679
H -2.575 -0.007 0.104
H -1.758 0.415 2.359
H -2.674 -0.950 2.714
C -1.846 -0.261 -2.791
C -0.745 -0.882 -3.659
O -1.242 -2.087 -4.201
S -2.658 -2.564 -3.566
O -2.647 -3.879 -3.032
O -3.733 -2.178 -4.442
O -2.507 -1.421 -2.401
H -2.536 0.395 -3.336
H -1.484 0.181 -1.862
H 0.219 -1.125 -3.207
H -0.443 -0.116 -4.388
C 3.899 1.563 -3.688
C 2.791 1.214 -4.633
O 1.725 2.148 -4.546
S 1.545 2.475 -2.965
O 0.804 1.410 -2.330
O 1.120 3.816 -2.749
O 3.158 2.258 -2.638
H 4.687 2.238 -4.021
H 4.371 0.713 -3.201
H 2.335 0.244 -4.409
H 3.100 1.037 -5.664
*
```

C26H27N3OPdS | ωB97M-V with the def2-TZVPD basis set

Output
Expectation value of S²   6.100
Maximum force   3.509 eV Å⁻¹
Electronic energy   -48211.601 eV
LUMO (alpha / beta)   -5.43 / -8.41 eV
HOMO (alpha / beta)   -13.45 / -14.23 eV

Geometry as ORCA input:
```
! RIJCOSX wB97M-V def2-TZVPD def2/J DEFGRID3
* xyz 2 5
Pd 9.646 10.803 5.836
C 7.152 9.337 5.074
N 7.341 10.637 5.698
C 6.706 11.707 4.900
C 6.971 10.644 7.065
C 5.789 11.157 7.505
C 5.626 11.204 8.878
C 6.512 10.788 9.811
C 7.642 10.120 9.373
C 7.970 10.222 7.993
N 9.185 9.835 7.569
C 9.960 8.778 7.822
C 9.458 7.664 8.545
C 10.241 6.511 8.629
C 11.588 6.495 8.042
C 11.990 7.543 7.232
C 11.215 8.690 7.210
N 11.671 9.924 6.600
C 12.663 9.664 5.503
C 12.198 10.916 7.520
H 6.104 9.018 5.230
H 7.337 9.440 3.985
H 7.753 8.563 5.511
H 5.792 11.373 4.359
H 6.558 12.564 5.582
H 7.473 12.038 4.250
H 4.937 11.379 6.858
H 4.728 11.670 9.273
H 6.327 10.842 10.884
H 8.294 9.651 10.056
H 8.479 7.619 9.064
H 9.797 5.675 9.159
H 12.146 5.569 7.971
H 12.943 7.607 6.755
H 13.609 9.248 5.780
H 12.177 8.966 4.825
H 12.900 10.622 5.016
H 13.211 10.666 7.924
H 12.336 11.936 7.010
H 11.496 11.050 8.392
C 7.977 22.115 7.850
C 8.242 20.708 7.365
O 8.444 20.314 6.283
S 8.576 19.446 8.757
C 8.594 17.932 8.111
C 7.881 17.541 6.937
C 8.015 16.280 6.428
C 8.832 15.267 7.113
C 9.474 15.702 8.322
C 9.341 17.003 8.846
C 9.000 13.988 6.543
C 9.325 12.833 6.335
H 7.356 22.555 7.028
H 8.942 22.618 7.788
H 7.501 22.095 8.827
H 7.058 18.287 6.428
H 7.436 15.894 5.589
H 10.000 14.841 8.776
H 9.818 17.238 9.825
*
```